Record 1
84
Properties=species:S:1:pos:R:3 method="wB97M-V/def2-TZVPD" smiles="CCCCCCC[C@]1(Br)OS(=O)(=O)O[C@@]1(F)COC.CCO.CCO.CCO.CCO.CCO" gap_ev=10.143 total_energy_ev=-126652.4565
C 4.1146 1.7186 -3.3030
C 3.1734 2.8136 -2.6182
C 1.6251 2.4001 -2.7842
C 1.2868 1.4502 -1.5400
C -0.2214 0.9617 -1.5164
C -0.4805 -0.2664 -0.5160
C -0.8303 0.2245 0.9585
C 0.2553 -0.1064 2.0634
Br -0.1125 -1.7913 3.0711
O -0.0585 0.8995 3.0973
S 0.7257 2.3367 2.7388
O -0.1243 3.3309 2.0090
O 1.2777 3.1039 3.8935
O 1.9211 1.6351 1.8264
C 1.7877 0.1824 1.7943
F 2.3676 -0.4320 0.6705
C 2.8476 -0.2257 2.9461
O 3.5464 -1.4273 2.6653
C 4.9181 -1.2064 2.3094
H 3.5006 0.7689 -3.3879
H 4.4641 2.0311 -4.3350
H 4.9853 1.4661 -2.6224
H 3.3603 2.7896 -1.5005
H 3.3757 3.8651 -2.9715
H 1.0544 3.3808 -2.7348
H 1.4406 1.8384 -3.7426
H 1.9723 0.5466 -1.5921
H 1.4526 2.0804 -0.6218
H -0.8476 1.8673 -1.2352
H -0.5233 0.6344 -2.5625
H -1.4213 -0.7626 -0.9207
H 0.3258 -1.0496 -0.5766
H -1.7776 -0.3252 1.2617
H -1.1154 1.3120 0.8984
H 2.2346 -0.3999 3.8905
H 3.4910 0.6711 3.1543
H 5.0156 -1.3447 1.1832
H 5.3327 -0.2046 2.6085
H 5.6072 -1.9853 2.7691
C 3.0296 -4.2004 -1.4915
C 2.7098 -2.7415 -1.7538
O 3.3646 -2.2960 -2.9369
H 4.1074 -4.3426 -1.3861
H 2.5371 -4.5514 -0.5818
H 2.7053 -4.8243 -2.3294
H 3.0540 -2.1208 -0.9257
H 1.6307 -2.5931 -1.8710
H 3.0504 -2.8408 -3.6668
C 1.1499 -0.2526 -7.2795
C 1.1795 0.8801 -6.2715
O 2.4521 0.9459 -5.6347
H 1.3608 -1.2059 -6.7898
H 0.1753 -0.3156 -7.7688
H 1.9180 -0.1095 -8.0447
H 0.4257 0.7224 -5.4981
H 0.9789 1.8402 -6.7585
H 3.1126 1.0945 -6.3209
C -4.6371 1.3611 0.5328
C -3.8548 2.0826 -0.5470
O -3.5064 1.1830 -1.5962
H -4.0513 0.5348 0.9432
H -4.9030 2.0416 1.3445
H -5.5544 0.9291 0.1228
H -2.9299 2.4938 -0.1380
H -4.4413 2.9048 -0.9691
H -4.3251 0.8298 -1.9612
C -3.0770 -4.6057 2.9127
C -2.3963 -5.5404 3.8941
O -1.1197 -5.0290 4.2630
H -2.4639 -4.4784 2.0175
H -4.0550 -4.9927 2.6180
H -3.2103 -3.6132 3.3527
H -2.2457 -6.5228 3.4443
H -3.0014 -5.6637 4.7982
H -1.2591 -4.1661 4.6687
C -4.7068 2.3228 5.3248
C -5.5089 3.3026 4.4904
O -6.2705 2.6097 3.5059
H -4.0354 1.7399 4.6901
H -4.1138 2.8451 6.0787
H -5.3680 1.6121 5.8287
H -4.8447 3.9962 3.9727
H -6.1913 3.8828 5.1199
H -6.8621 2.0054 3.9673

---

Record 2
15
Properties=species:S:1:pos:R:3 method="wB97M-V/def2-TZVPD" gap_ev=8.382 total_energy_ev=-7828.0888 relative_energy_ev=4.231
C -1.3648 1.3773 -0.0116
C -0.2917 0.6919 -0.8553
C -0.0762 -0.6568 -0.6361
C 0.5652 -0.9730 0.6231
N 1.1961 -2.1979 0.7380
O 0.6317 -0.2103 1.5717
H -2.3140 1.5835 -0.5087
H -0.9978 2.4243 0.0594
H -1.3915 0.9311 0.9791
H -0.3408 1.0241 -1.8894
H 0.8242 1.1310 -0.1953
H 1.3007 1.7694 -0.3836
H 0.0374 -1.4442 -1.3745
H 0.9195 -2.9873 0.1801
H 1.3021 -2.4632 1.7032

---

Record 3
12
Properties=species:S:1:pos:R:3 method="wB97M-V/def2-TZVPD" smiles="O=CNCC[O-]" gap_ev=6.675 total_energy_ev=-8793.2583 charge=-1 relative_energy_ev=1.959
O 1.5562 -2.5547 0.9321
C 0.9724 -1.8381 0.1333
N 0.6425 -0.5543 0.3001
C -0.1539 0.2828 -0.6147
C -0.9097 1.4285 0.1798
O -0.7306 2.6331 -0.3586
H 0.6527 -2.2081 -0.8578
H 0.8269 -0.1293 1.2074
H -0.8833 -0.3596 -1.0934
H 0.5075 0.8480 -1.2709
H -0.4979 1.3468 1.2253
H -1.9829 1.1049 0.2174

---

Record 4
9
Properties=species:S:1:pos:R:3 method="wB97M-V/def2-TZVPD" gap_ev="7.446 / 7.217" total_energy_ev=-23792.7679 multiplicity=3 relative_energy_ev=1.886 s_squared=2.02
C 0.6940 1.3259 0.1866
C 0.7376 0.0775 -0.1806
C -1.3731 -1.1090 0.0214
Cl 2.0667 2.3768 0.0458
I 2.3268 -1.2071 -0.5579
H -0.2427 1.8864 0.5974
H -1.5570 -0.7640 -1.0734
H -1.5389 -0.4836 0.8918
H -1.1134 -2.1029 0.0688